The following is a DFT calculation (the ωB97M-V functional and the def2-TZVPD basis) of a molecular structure, C24H32N2O2RuS4Sb.

DFT total energy in Ha: -3121.10806
LUMO level (alpha / beta) in eV: -5.9 / -7.0
Energy above the lowest of the compared OMol25 structures with the same formula, charge and spin in kcal/mol: 21.2
Spin multiplicity: 2
Frontier orbital gap (alpha / beta) in eV: 7.385 / 6.334
Total charge: +2

Each line ends with the Löwdin spin population.
Cartesian coordinates (Å):
Ru -0.149 -0.454 0.966  0.80
C 0.854 -2.905 2.881  0.01
C 1.703 -1.830 3.554  0.00
S 1.585 -0.196 2.738  0.04
C 0.782 0.827 4.030  0.01
C -0.333 1.685 3.469  0.00
S -1.613 0.782 2.565  0.00
C -2.225 -0.397 3.792  0.00
C -1.442 -1.689 3.974  0.00
S -0.776 -2.286 2.391  0.01
H 0.776 -3.798 3.503  0.00
H 1.306 -3.205 1.936  0.00
H 2.748 -2.140 3.548  0.00
H 1.435 -1.679 4.598  0.00
H 1.553 1.461 4.466  0.00
H 0.427 0.157 4.810  0.00
H 0.045 2.405 2.746  0.00
H -0.816 2.246 4.271  0.00
H -3.244 -0.614 3.473  0.00
H -2.305 0.132 4.744  0.00
H -2.114 -2.469 4.330  0.00
H -0.638 -1.604 4.698  0.00
O 0.864 2.013 0.660  0.07
S -0.355 2.322 -0.123  0.01
O -1.406 3.020 0.562  0.00
N -0.718 0.824 -0.545  0.04
C -1.683 0.382 -1.455  0.00
C -2.426 1.105 -2.347  0.00
C -3.246 0.420 -3.278  0.00
C -3.299 -0.942 -3.326  0.00
C -2.541 -1.709 -2.408  0.00
C -2.495 -3.118 -2.398  0.00
C -1.702 -3.753 -1.484  0.00
C -0.992 -2.998 -0.542  0.00
N -1.035 -1.675 -0.484  0.00
C -1.770 -1.028 -1.452  0.00
C 0.094 3.259 -1.521  0.00
C 1.271 2.957 -2.203  0.00
C 1.617 3.714 -3.307  0.00
C 0.795 4.758 -3.717  0.01
C -0.372 5.055 -3.027  0.00
C -0.732 4.304 -1.918  0.00
H -2.387 2.185 -2.363  0.00
H -3.832 1.004 -3.975  0.00
H -3.913 -1.451 -4.056  0.00
H -3.071 -3.680 -3.122  0.00
H -1.618 -4.830 -1.458  0.00
H -0.379 -3.517 0.181  0.00
H 1.914 2.157 -1.860  0.00
H 2.531 3.501 -3.845  0.00
H 1.074 5.352 -4.578  0.00
H -0.998 5.876 -3.345  0.00
H -1.626 4.531 -1.353  0.00
C 3.562 0.392 -0.187  0.00
Sb 1.943 -0.922 -0.466  -0.01
C 2.873 -2.814 -0.294  0.00
C 1.506 -0.876 -2.526  0.00
H 4.040 0.542 -1.154  0.00
H 4.274 -0.066 0.497  0.00
H 3.215 1.340 0.215  0.00
H 3.671 -2.853 -1.035  0.00
H 2.165 -3.617 -0.500  0.00
H 3.312 -2.956 0.694  0.00
H 2.420 -0.648 -3.071  0.00
H 0.749 -0.126 -2.744  0.00
H 1.146 -1.860 -2.828  0.00

The following is a DFT calculation (the ωB97M-V functional and the def2-TZVPD basis) of C24H32N2O4 in the gas phase.

DFT total energy in Ha: -1344.19415
LUMO level in eV: 0.7
SMILES string: COCCNC(=O)c1cccc(OC2CCN([C@H](C)COc3ccccc3)CC2)c1
Energy above the lowest of the compared OMol25 structures with the same formula, charge and spin in kcal/mol: 53.8
Frontier orbital gap in eV: 9.144

Each line ends with the Löwdin charge.
Cartesian coordinates (Å):
C -1.469 4.122 -4.730  -0.10
O -1.402 3.331 -5.897  -0.18
C -0.403 3.707 -6.806  -0.22
C 1.032 3.453 -6.305  -0.15
N 1.205 2.099 -5.843  0.07
C 1.230 1.799 -4.521  -0.44
O 1.261 2.655 -3.654  0.05
C 1.244 0.343 -4.201  -0.13
C 0.696 -0.033 -2.979  0.05
C 0.676 -1.368 -2.595  -0.24
C 1.224 -2.323 -3.456  0.00
C 1.785 -1.944 -4.658  -0.07
C 1.799 -0.613 -5.043  -0.05
H 2.270 -0.328 -5.972  0.11
H 2.218 -2.694 -5.303  0.11
H 1.204 -3.357 -3.151  0.12
O 0.154 -1.853 -1.442  -0.01
C -0.369 -0.965 -0.466  -0.33
C 0.738 -0.275 0.334  -0.10
C 0.117 0.551 1.457  -0.18
N -0.642 -0.321 2.333  -0.15
C -1.752 -0.918 1.618  -0.18
C -1.217 -1.799 0.492  -0.10
H -0.591 -2.588 0.910  0.13
H -2.042 -2.263 -0.049  0.12
H -2.329 -1.530 2.314  0.13
H -2.427 -0.155 1.188  0.13
C -0.989 0.244 3.627  -0.35
C -1.729 1.587 3.594  -0.03
H -1.112 2.361 3.145  0.07
H -1.971 1.884 4.611  0.08
H -2.654 1.501 3.029  0.08
H -1.648 -0.487 4.111  0.14
C 0.282 0.347 4.499  -0.16
O 0.021 0.108 5.862  -0.04
C -0.219 -1.169 6.278  -0.27
C -0.496 -1.314 7.638  -0.01
C -0.742 -2.561 8.174  -0.09
C -0.716 -3.686 7.365  -0.11
C -0.443 -3.546 6.017  -0.09
C -0.196 -2.299 5.466  -0.03
H 0.008 -2.222 4.409  0.10
H -0.421 -4.416 5.377  0.10
H -0.909 -4.662 7.783  0.10
H -0.954 -2.656 9.229  0.10
H -0.510 -0.428 8.254  0.12
H 0.687 1.362 4.474  0.13
H 1.043 -0.345 4.120  0.13
H 0.907 1.032 2.036  0.12
H -0.516 1.338 1.011  0.13
H 1.386 -1.043 0.759  0.13
H 1.341 0.366 -0.311  0.12
H -1.009 -0.213 -0.950  0.15
H 0.296 0.752 -2.358  0.11
H 0.997 1.364 -6.500  0.14
H 1.731 3.660 -7.121  0.12
H 1.265 4.103 -5.459  0.12
H -0.497 4.771 -7.074  0.12
H -0.593 3.100 -7.697  0.12
H -1.521 5.188 -4.982  0.09
H -2.384 3.826 -4.220  0.09
H -0.615 3.946 -4.068  0.07

The following is a DFT calculation (the ωB97M-V functional and the def2-TZVPD basis) of a molecular structure, C24H32N2O5.

DFT total energy in Ha: -1418.56687
LUMO level in eV: 0.2
Energy above the lowest of the compared OMol25 structures with the same formula, charge and spin in kcal/mol: 581.4
Frontier orbital gap in eV: 8.051

Each line ends with the Löwdin charge.
Cartesian coordinates (Å):
C -0.818 0.718 -3.050  -0.03
C 0.320 -0.161 -2.440  -0.35
H 1.257 -0.079 -3.041  0.14
H -0.146 -1.204 -2.329  0.16
O 0.496 0.107 -1.259  -0.01
C 1.070 1.347 -0.926  -0.54
O 1.349 2.011 -1.736  0.25
C 1.442 1.817 0.348  -0.42
C 1.038 0.730 1.391  -0.08
H 1.179 -0.316 0.994  0.14
H 1.755 0.906 2.321  0.14
C -0.413 1.038 1.971  -0.22
N -1.165 1.307 0.957  -0.07
C -2.083 0.906 0.381  -0.39
O -2.725 1.335 -0.694  -0.04
C -2.427 -0.675 0.856  -0.14
H -1.364 -1.328 0.813  0.19
C -3.169 -0.793 2.132  -0.05
H -2.720 -1.495 2.582  0.06
C -4.615 -0.885 1.750  -0.56
O -5.599 -0.859 2.268  0.18
N -4.720 -1.134 0.475  0.03
C -5.827 -1.291 -0.341  -0.24
C -5.920 -2.059 -1.543  -0.13
C -6.099 -0.457 -1.893  0.12
H -7.014 -0.234 -1.817  0.00
H -5.316 -0.150 -2.018  -0.09
H -4.892 -2.292 -2.178  0.14
H -6.774 -2.795 -1.809  0.12
H -6.601 -1.596 0.372  0.15
C -3.286 -1.187 -0.342  -0.01
H -3.047 -2.368 -0.602  0.16
H -3.251 -0.707 -1.215  0.03
H -3.076 0.024 2.651  0.08
C -0.865 2.774 0.670  -0.06
C 0.718 3.282 0.829  0.02
H 0.996 3.874 -0.075  0.12
H 0.932 3.426 2.067  0.18
H -1.398 3.607 1.299  0.15
H -1.277 3.093 -0.274  0.10
H -0.172 1.594 3.049  0.18
H -0.846 0.091 2.723  0.18
C 2.884 2.049 0.541  -0.11
C 3.756 0.708 0.337  -0.36
C 4.253 0.233 1.314  -0.07
C 5.246 -1.057 1.201  0.08
C 5.365 -1.614 -0.021  -0.51
C 4.875 -0.967 -1.116  0.09
C 4.049 0.430 -1.070  0.13
H 3.500 0.930 -1.774  0.05
H 4.941 -1.169 -2.190  0.10
O 6.000 -2.597 -0.409  -0.04
C 6.752 -3.299 0.598  -0.06
H 7.130 -4.293 0.332  0.07
H 5.930 -3.794 1.522  0.16
H 7.347 -2.660 1.442  0.14
H 5.481 -1.544 2.011  0.02
H 4.153 0.565 2.441  0.15
H 3.234 2.908 -0.257  0.17
H 3.369 2.533 1.767  0.22
H -0.373 1.609 -3.480  0.07
H -1.147 0.215 -3.953  0.07
H -1.677 0.891 -2.552  0.01